{
  "formula": "C77H175N7O14",
  "method": "ωB97M-V/def2-TZVPD",
  "elements": ["C", "C", "C", "C", "C", "C", "N", "O", "C", "C", "C", "H", "H", "H", "H", "H", "H", "H", "H", "H", "H", "H", "H", "H", "H", "H", "H", "H", "H", "H", "C", "C", "C", "C", "C", "C", "N", "O", "C", "C", "C", "H", "H", "H", "H", "H", "H", "H", "H", "H", "H", "H", "H", "H", "H", "H", "H", "H", "H", "H", "C", "C", "C", "C", "C", "C", "N", "O", "C", "C", "C", "H", "H", "H", "H", "H", "H", "H", "H", "H", "H", "H", "H", "H", "H", "H", "H", "H", "H", "H", "C", "C", "C", "C", "C", "C", "N", "O", "C", "C", "C", "H", "H", "H", "H", "H", "H", "H", "H", "H", "H", "H", "H", "H", "H", "H", "H", "H", "H", "H", "C", "C", "C", "C", "C", "C", "N", "O", "C", "C", "C", "H", "H", "H", "H", "H", "H", "H", "H", "H", "H", "H", "H", "H", "H", "H", "H", "H", "H", "H", "C", "C", "C", "C", "C", "C", "N", "O", "C", "C", "C", "H", "H", "H", "H", "H", "H", "H", "H", "H", "H", "H", "H", "H", "H", "H", "H", "H", "H", "H", "C", "C", "C", "C", "C", "C", "N", "O", "C", "C", "C", "H", "H", "H", "H", "H", "H", "H", "H", "H", "H", "H", "H", "H", "H", "H", "H", "H", "H", "H", "C", "C", "O", "H", "H", "H", "H", "H", "H", "C", "C", "O", "H", "H", "H", "H", "H", "H", "C", "C", "O", "H", "H", "H", "H", "H", "H", "C", "C", "O", "H", "H", "H", "H", "H", "H", "C", "C", "O", "H", "H", "H", "H", "H", "H", "C", "C", "O", "H", "H", "H", "H", "H", "H", "C", "C", "O", "H", "H", "H", "H", "H", "H"],
  "coordinates": [[3.545, -4.914, 6.205], [3.919, -3.475, 6.372], [4.292, -2.753, 5.075], [4.294, -1.257, 5.156], [2.919, -0.739, 5.489], [2.485, -1.331, 6.918], [2.633, -2.796, 6.871], [2.290, -3.364, 8.139], [3.339, -0.606, 8.047], [1.012, -1.011, 7.047], [5.034, -3.370, 7.476], [4.277, -5.421, 5.555], [2.564, -5.007, 5.734], [3.612, -5.440, 7.150], [5.297, -3.063, 4.803], [3.632, -3.154, 4.283], [4.690, -0.726, 4.236], [4.980, -0.940, 5.921], [2.291, -1.099, 4.665], [2.874, 0.342, 5.466], [3.088, 0.437, 8.101], [3.023, -0.966, 8.987], [4.397, -0.846, 7.910], [0.922, 0.124, 7.147], [0.367, -1.317, 6.201], [0.569, -1.397, 8.016], [6.004, -3.867, 7.093], [4.856, -3.950, 8.374], [5.286, -2.386, 7.836], [3.048, -3.216, 8.713], [-2.342, -2.022, -4.816], [-1.594, -0.789, -5.126], [-1.198, -0.625, -6.659], [-2.448, -0.467, -7.534], [-3.166, 0.786, -6.996], [-3.674, 0.589, -5.523], [-2.360, 0.391, -4.758], [-2.726, 0.024, -3.314], [-4.264, 1.961, -5.087], [-4.695, -0.501, -5.361], [-0.310, -0.846, -4.259], [-3.222, -2.135, -5.410], [-2.669, -2.088, -3.759], [-1.730, -2.907, -4.989], [-0.518, 0.251, -6.762], [-0.657, -1.540, -6.854], [-3.023, -1.317, -7.424], [-2.243, -0.296, -8.562], [-3.940, 1.115, -7.679], [-2.419, 1.597, -7.001], [-5.122, 2.182, -5.783], [-4.765, 1.770, -4.125], [-3.446, 2.718, -5.065], [-4.751, -1.244, -6.158], [-4.611, -0.990, -4.390], [-5.691, -0.022, -5.404], [0.339, 0.114, -4.244], [0.304, -1.638, -4.656], [-0.534, -1.154, -3.266], [-2.968, 0.883, -2.974], [-5.693, -2.271, -0.179], [-6.336, -0.993, -0.775], [-6.108, -0.901, -2.258], [-6.866, -1.905, -3.094], [-8.367, -1.810, -2.759], [-8.652, -1.957, -1.258], [-7.787, -0.971, -0.489], [-7.993, -1.190, 0.887], [-10.150, -1.691, -0.930], [-8.441, -3.504, -0.948], [-5.661, 0.259, -0.150], [-5.187, -2.902, -0.940], [-6.485, -2.942, 0.273], [-5.028, -2.079, 0.636], [-6.375, 0.102, -2.645], [-5.047, -1.041, -2.411], [-6.515, -2.949, -2.914], [-6.666, -1.752, -4.192], [-8.879, -2.620, -3.299], [-8.815, -0.911, -3.167], [-10.391, -1.956, 0.101], [-10.274, -0.635, -1.172], [-10.768, -2.312, -1.564], [-8.359, -3.550, 0.153], [-9.305, -4.131, -1.335], [-7.612, -4.049, -1.442], [-4.579, 0.292, -0.323], [-6.041, 0.167, 0.879], [-6.185, 1.174, -0.488], [-8.481, -0.393, 1.135], [-3.774, 4.493, -2.395], [-2.474, 4.340, -1.561], [-2.130, 5.675, -0.967], [-2.844, 6.019, 0.330], [-2.765, 4.804, 1.293], [-3.311, 3.491, 0.729], [-2.513, 3.253, -0.454], [-2.994, 2.028, -1.055], [-2.990, 2.371, 1.690], [-4.822, 3.681, 0.527], [-1.430, 3.841, -2.511], [-3.593, 4.973, -3.345], [-4.638, 4.943, -1.780], [-4.008, 3.450, -2.466], [-1.054, 5.759, -0.676], [-2.295, 6.409, -1.747], [-3.941, 6.229, 0.075], [-2.562, 6.951, 0.766], [-3.424, 5.022, 2.153], [-1.747, 4.613, 1.691], [-3.522, 2.669, 2.591], [-3.445, 1.511, 1.137], [-1.896, 2.157, 1.817], [-5.163, 2.887, -0.135], [-5.257, 3.537, 1.594], [-5.146, 4.629, 0.183], [-1.270, 4.557, -3.329], [-1.718, 2.920, -2.954], [-0.542, 3.685, -1.915], [-2.255, 1.357, -0.842], [5.720, -0.496, 0.922], [6.877, 0.278, 0.273], [6.370, 1.434, -0.500], [5.828, 2.560, 0.330], [6.948, 3.004, 1.223], [7.500, 1.941, 2.179], [7.817, 0.785, 1.340], [8.177, -0.329, 2.218], [8.788, 2.534, 2.804], [6.555, 1.531, 3.311], [7.672, -0.609, -0.662], [6.172, -1.110, 1.643], [5.232, -1.092, 0.072], [5.043, 0.175, 1.434], [7.187, 1.876, -1.166], [5.601, 1.148, -1.271], [4.955, 2.240, 0.907], [5.352, 3.273, -0.393], [6.718, 3.806, 1.905], [7.717, 3.390, 0.593], [9.364, 1.629, 3.213], [9.358, 2.851, 1.922], [8.570, 3.297, 3.527], [6.480, 2.404, 3.972], [5.628, 1.362, 2.858], [6.994, 0.759, 3.876], [8.549, -0.034, -0.952], [7.039, -0.843, -1.520], [7.899, -1.611, -0.286], [9.058, -0.169, 2.424], [1.157, 1.640, 0.947], [1.109, 0.188, 0.795], [1.625, -0.326, 2.087], [1.379, -1.754, 2.304], [-0.120, -2.001, 2.321], [-0.717, -1.633, 0.927], [-0.330, -0.234, 0.724], [-0.947, 0.210, -0.557], [-0.383, -2.673, -0.172], [-2.247, -1.652, 1.080], [1.940, -0.206, -0.454], [0.964, 2.161, 0.013], [2.173, 1.938, 1.246], [0.488, 1.971, 1.705], [2.708, -0.223, 1.918], [1.293, 0.288, 2.920], [1.826, -2.231, 3.124], [1.855, -2.335, 1.510], [-0.611, -1.293, 2.968], [-0.474, -2.997, 2.509], [-0.682, -2.454, -1.192], [0.745, -2.831, -0.215], [-0.796, -3.633, 0.009], [-2.611, -0.805, 0.484], [-2.560, -2.590, 0.621], [-2.638, -1.634, 2.126], [2.699, 0.467, -0.774], [1.305, -0.510, -1.348], [2.471, -1.117, -0.222], [-0.444, -0.346, -1.238], [4.472, 0.530, -4.764], [4.516, 1.890, -5.590], [3.556, 1.773, -6.722], [2.111, 1.744, -6.304], [1.721, 3.014, -5.566], [2.706, 3.257, -4.370], [4.133, 3.180, -4.904], [5.071, 3.174, -3.813], [2.554, 4.622, -3.770], [2.429, 2.179, -3.247], [5.844, 2.220, -6.269], [5.102, 0.638, -3.919], [4.967, -0.205, -5.423], [3.515, 0.224, -4.496], [3.704, 2.621, -7.488], [3.863, 0.880, -7.311], [1.957, 0.896, -5.707], [1.432, 1.561, -7.193], [0.663, 3.122, -5.220], [1.936, 3.793, -6.246], [3.325, 4.722, -2.975], [2.858, 5.341, -4.577], [1.586, 4.828, -3.429], [2.284, 1.169, -3.637], [3.309, 2.126, -2.593], [1.533, 2.467, -2.667], [5.682, 3.258, -6.585], [6.045, 1.528, -7.089], [6.623, 2.152, -5.511], [5.503, 4.026, -3.919], [1.531, 6.080, 1.950], [2.283, 5.361, 0.871], [1.418, 4.772, -0.174], [0.894, 5.375, 2.505], [0.873, 6.923, 1.650], [2.205, 6.458, 2.775], [2.808, 4.574, 1.347], [2.971, 5.990, 0.322], [0.722, 4.291, 0.269], [1.253, 3.095, 6.144], [2.342, 3.252, 5.098], [3.647, 3.308, 5.596], [1.154, 4.009, 6.763], [1.563, 2.260, 6.814], [0.273, 2.830, 5.706], [2.227, 4.070, 4.332], [2.236, 2.298, 4.510], [4.118, 3.525, 4.797], [-6.844, 1.494, 5.129], [-6.234, 1.113, 3.776], [-7.234, 0.232, 3.277], [-6.136, 2.147, 5.594], [-7.098, 0.646, 5.715], [-7.820, 2.025, 4.886], [-5.192, 0.699, 3.746], [-6.178, 1.967, 3.100], [-6.916, -0.543, 2.845], [-2.257, -2.896, 5.467], [-2.172, -4.247, 4.794], [-2.774, -4.396, 3.526], [-2.229, -2.107, 4.757], [-1.424, -2.860, 6.183], [-3.153, -2.729, 6.081], [-2.544, -4.960, 5.500], [-1.187, -4.548, 4.535], [-3.732, -4.217, 3.520], [-1.377, -6.389, -3.324], [-0.438, -5.420, -2.660], [-0.150, -4.283, -3.510], [-2.503, -6.358, -3.128], [-1.077, -7.444, -3.217], [-1.322, -6.280, -4.422], [0.557, -5.916, -2.534], [-0.755, -4.951, -1.703], [-0.942, -3.695, -3.417], [4.280, -3.113, -3.772], [2.900, -2.516, -3.633], [2.177, -3.079, -2.542], [4.824, -2.498, -4.511], [4.297, -4.159, -3.976], [4.846, -2.870, -2.833], [2.309, -2.815, -4.548], [2.981, -1.430, -3.615], [1.445, -3.620, -2.845], [-1.092, -7.274, 2.574], [-0.886, -6.404, 1.327], [-1.990, -5.756, 0.761], [-0.950, -6.668, 3.446], [-0.334, -8.036, 2.440], [-2.130, -7.620, 2.446], [-0.508, -7.113, 0.562], [-0.115, -5.639, 1.631], [-2.312, -5.161, 1.416]],
  "atomic_forces_ev_per_a": [[0.7, -0.9, -1.0], [-0.8, 2.1, 2.1], [0.3, -1.1, -0.5], [0.3, 1.4, -0.9], [0.0, -1.3, 0.8], [0.7, 1.1, -1.3], [0.5, -0.6, -0.2], [-0.3, 0.2, -0.6], [-0.7, -1.1, -1.6], [-1.2, 1.5, 1.7], [1.7, -1.3, -1.3], [-0.1, 0.2, 0.0], [0.0, 0.0, 0.2], [-0.5, -0.1, 0.1], [0.2, -0.3, -0.1], [0.1, 0.4, 0.2], [-0.4, -1.0, 0.6], [0.5, 0.1, 0.5], [-0.4, 0.0, 0.6], [0.0, 0.3, 0.4], [0.3, 0.7, -0.4], [-0.3, -0.8, 1.3], [-0.3, 0.7, 0.1], [0.0, -1.3, -0.3], [0.6, -0.1, 0.4], [0.5, 0.2, -1.1], [-1.4, 0.9, 0.3], [-0.6, -0.3, 0.1], [0.1, 0.3, -0.4], [0.2, 0.1, 0.3], [-0.3, -2.2, 0.5], [1.5, 1.5, -0.6], [-0.3, -0.1, 1.2], [1.2, 2.4, 1.5], [0.4, -0.6, 0.4], [1.9, 1.3, -1.0], [-1.6, 0.0, 1.8], [0.1, 0.8, -1.7], [-0.4, -1.2, -0.2], [-1.6, 0.2, -0.1], [1.0, 1.6, -1.2], [-0.2, -0.3, -0.3], [0.3, 0.3, -0.6], [0.2, 0.0, -0.3], [-0.4, -0.6, 0.1], [0.4, -0.2, -0.5], [-1.4, -1.8, 0.0], [0.5, -0.1, -1.0], [-0.6, -0.1, 0.1], [-0.2, -0.1, 0.2], [1.1, 0.2, 0.5], [0.4, 0.6, 0.1], [-1.0, -0.4, 0.1], [0.3, 0.0, 0.0], [0.0, 0.2, -0.3], [0.3, -0.1, 0.2], [-1.3, -1.4, -0.1], [0.4, -0.3, -0.3], [-0.3, 0.0, 1.0], [0.0, 0.6, 0.5], [-1.2, -1.5, -0.2], [0.5, -0.1, 0.4], [-0.2, 0.1, -1.1], [-0.3, -0.7, -0.6], [0.1, -0.4, -0.5], [0.3, -1.6, -0.2], [-0.7, -0.4, -1.7], [-0.2, 0.2, 0.4], [1.5, 0.4, -0.3], [-0.5, -0.2, 0.1], [-2.1, -0.5, 0.4], [-0.1, 0.5, 0.4], [1.0, 0.9, -0.6], [0.7, 0.4, 0.3], [0.1, -0.2, 0.4], [0.5, 0.2, 0.0], [-0.2, 0.7, 0.1], [-0.4, 0.0, 1.1], [-0.1, 0.0, 0.3], [0.1, 0.6, 0.1], [0.1, 0.4, 0.0], [-0.6, 0.0, 0.3], [-0.1, 0.0, -0.3], [-0.2, -0.6, -0.5], [0.5, 1.1, 0.8], [0.1, 0.9, 0.5], [-0.4, 0.0, 0.3], [1.2, 0.3, 0.3], [0.5, -0.4, -0.3], [0.1, -0.2, 0.3], [-1.0, -0.4, 2.7], [-1.1, -0.6, 0.5], [1.9, 0.8, 1.2], [-2.5, -1.4, -0.9], [-0.3, 0.9, 0.8], [0.9, 2.2, -0.4], [0.0, 0.5, -1.9], [1.4, -0.8, 0.3], [-0.5, -0.8, -1.0], [-0.1, -2.1, 2.3], [0.7, 0.9, 0.0], [-0.1, 0.1, -0.1], [1.4, -0.3, -1.3], [-0.8, -0.5, -1.0], [-0.4, -0.4, -0.6], [0.0, 0.3, -0.1], [1.2, -0.5, 0.5], [0.8, 0.5, 0.4], [0.4, 0.0, 0.0], [-0.3, 0.3, -0.3], [0.2, -0.7, 0.5], [0.3, 0.1, 1.3], [-1.0, 0.5, 0.0], [-0.3, 0.1, 0.2], [0.3, 0.1, -1.8], [0.0, 0.8, -0.4], [0.2, 0.0, 0.3], [-0.3, -0.9, -0.4], [0.6, 0.0, -0.2], [-1.1, 1.2, -0.4], [-0.3, 0.0, -2.3], [0.3, -0.7, 1.7], [-0.1, 1.3, -2.7], [-1.3, 0.0, -0.4], [-0.6, 0.6, 1.0], [-0.1, -0.3, -0.3], [1.3, -0.5, -0.2], [-2.8, -0.1, -1.2], [0.7, -2.9, -1.4], [0.9, 2.8, -0.3], [-0.3, -0.5, -0.2], [0.2, -1.3, 0.9], [0.3, 0.7, 1.5], [-0.4, -0.1, -0.2], [-0.7, -0.6, 0.9], [0.6, -0.3, 0.8], [0.0, -0.2, 0.2], [0.9, 0.1, 0.8], [-0.6, 0.7, 0.1], [0.9, 0.1, -0.4], [-0.7, 1.7, 0.1], [0.2, 0.5, 0.6], [0.2, 0.3, 0.3], [-0.3, -0.1, 0.1], [-1.6, -0.8, 0.0], [0.1, -1.2, 0.5], [0.2, -0.4, -0.2], [0.1, 0.4, -0.3], [0.4, 0.4, 0.5], [2.5, 0.4, 0.3], [0.7, 2.1, -0.8], [-1.5, -0.6, -1.6], [2.3, -0.3, 0.2], [-1.2, -1.9, -0.9], [0.1, 0.5, -2.0], [-0.7, -0.5, 0.9], [-0.6, 0.8, -1.4], [2.2, -1.4, 0.2], [3.1, 0.8, 0.1], [-0.2, 0.0, -0.1], [-1.3, -2.1, -0.2], [-0.2, 0.1, -0.1], [-0.1, -0.1, -0.1], [-0.7, 0.4, 0.6], [0.0, 0.4, 0.8], [0.0, 0.1, 0.1], [0.7, 0.0, 1.7], [-0.2, 0.0, -0.5], [-0.1, 0.1, 0.7], [0.2, -0.6, 0.5], [-0.2, 0.6, -0.2], [-1.3, 0.2, -0.2], [-0.6, -0.8, 0.7], [-0.4, -0.4, 0.3], [-0.5, 0.1, 0.1], [0.5, 0.2, -0.7], [0.3, 1.1, -0.1], [0.8, 0.6, 0.9], [0.2, -0.5, 0.0], [-1.2, 1.2, 0.9], [2.3, 1.7, -2.2], [-1.0, 0.3, -0.2], [-0.4, 0.4, -2.7], [-1.4, 0.2, -1.6], [0.8, -0.1, 1.2], [-0.1, -2.0, 0.5], [-0.4, -1.7, 0.3], [-0.3, 0.8, 0.5], [2.8, 0.7, -1.2], [0.2, 0.6, -0.3], [0.0, -0.3, 1.1], [0.5, 0.0, 1.1], [-0.4, 0.1, 0.2], [-1.3, -0.5, 0.2], [-0.1, -0.9, 1.2], [-0.5, 0.2, 0.4], [-0.4, -1.3, 1.0], [0.7, 0.4, 0.8], [0.8, -0.4, -0.2], [-0.1, 1.3, -0.9], [-0.8, 0.1, -0.2], [-0.5, -0.3, 0.7], [-1.4, 0.3, 0.7], [-0.3, 0.4, 0.1], [-0.3, 0.2, 0.1], [0.4, -0.1, -0.2], [0.6, -0.3, -0.3], [0.1, 0.2, 0.0], [0.4, 0.2, -0.3], [0.1, 0.0, 0.1], [-0.5, 0.8, 1.6], [-1.4, -0.1, -1.4], [1.1, 1.0, 0.8], [-0.1, 0.0, -0.3], [0.5, -0.5, -0.2], [-0.3, -0.2, -1.1], [0.9, -1.0, 0.3], [0.1, 0.2, 0.0], [-0.4, -0.3, 0.2], [0.4, 0.5, 0.9], [-1.3, -1.3, -2.0], [0.0, 0.2, 0.7], [-0.1, -0.5, -0.2], [-0.3, 0.6, -0.4], [0.6, 0.2, 0.1], [-0.5, -0.4, 1.0], [0.2, 0.6, 0.0], [1.0, 0.1, -0.1], [-0.2, 1.5, -1.8], [-0.5, -0.6, 0.0], [-0.5, 0.2, -0.2], [0.1, 0.6, 0.9], [0.1, -0.8, 0.5], [1.3, -0.4, 0.5], [-0.9, -0.1, 0.5], [-0.1, 0.3, 0.1], [0.7, -0.7, -0.6], [0.0, -0.4, 0.8], [-0.6, 0.1, 0.1], [-1.3, 0.3, -0.8], [0.4, 0.8, -0.6], [0.0, 0.3, -0.3], [0.0, -0.4, -0.3], [-0.3, -0.8, 0.3], [1.3, 0.1, 0.4], [0.6, -0.1, 0.3], [-1.8, -1.2, -1.1], [1.0, 0.6, 0.4], [-1.2, 0.5, 0.1], [1.6, 0.3, 0.3], [-0.1, 0.4, 0.5], [0.2, 0.3, 0.3], [-0.8, 0.4, 0.1], [0.0, -1.1, -0.3], [1.1, -0.5, -0.3], [1.0, 2.2, 1.2], [-1.3, -1.8, -1.4], [0.9, 0.9, 0.8], [-0.2, -0.6, -0.2], [0.0, -0.7, -0.2], [-0.4, -0.6, -0.5], [0.6, 0.7, 0.5], [-0.3, 0.0, 0.5], [-0.4, 0.1, -0.5], [-1.0, 0.6, -1.7], [1.8, 0.0, 0.2], [-0.1, -0.7, -0.6], [-0.1, -0.1, 0.7], [-0.2, -0.5, 0.7], [0.5, -0.5, 0.7], [0.0, 0.9, 0.1], [-0.3, -0.6, -0.8], [-0.6, 0.9, 0.9]],
  "e_lumo_ev": 0.44,
  "e_above_lowest_kj_mol": 65.7,
  "spin_multiplicity": 1,
  "homo_lumo_gap_ev": 8.908
}